C4H11NO2 | ωB97M-V/def2-TZVPD

```
18
Properties=species:S:1:pos:R:3:forces:R:3:lowdin_charge:R:1
C -0.80760 -0.64253 -2.12734 0.84 -5.32 -0.48 -0.026
C 0.26800 0.30206 -2.40110 0.29 0.77 -1.60 -0.578
O 1.14288 0.31501 -1.35634 1.03 1.64 -1.94 0.041
O 0.33859 0.91885 -3.46063 0.60 -0.50 2.66 0.080
H -1.78780 -0.26655 -1.98299 -0.72 0.60 0.31 0.067
H -0.42590 -1.30762 -1.18157 -1.73 1.27 -2.35 0.126
H -0.86615 -1.36715 -3.10832 0.04 1.64 2.49 0.150
C 0.20787 0.42678 2.25286 -1.99 -2.10 -1.20 -0.253
C -1.00711 0.49723 1.16862 1.67 1.17 1.64 -0.077
N 1.28836 -0.18747 1.45669 2.83 1.06 0.26 -0.061
H 0.49642 1.35417 2.74727 -0.25 -0.09 -0.17 0.094
H -0.11735 -0.37342 2.98023 0.41 1.30 -0.18 0.104
H -0.44548 0.52946 0.27969 0.31 -0.26 -1.20 -0.008
H -1.53091 1.43440 1.12236 -0.74 0.31 0.63 0.056
H 1.13865 -0.51973 -0.88749 -0.24 0.04 0.61 0.058
H 2.22730 0.33815 1.48527 -2.13 -0.78 -0.02 0.115
H 1.52463 -1.08423 1.83205 0.11 -0.50 0.30 0.049
H -1.64439 -0.36740 1.18074 -0.31 -0.25 0.22 0.061
```
Forces are in eV/Å.

Values from the calculation:
Calculated total energy   -364.18714 Ha
ΔE to the lowest compared entry with this formula, charge and spin   50.8 kcal/mol
Kohn-Sham gap   10.41 eV
E_HOMO   -9.67 eV

=====

C10H28BN3PdSb | ωB97M-V/def2-TZVPD

```
44
Properties=species:S:1:pos:R:3:forces:R:3:mulliken_spin:R:1
Pd 0.78215 -0.38305 0.41556 -0.07 0.00 -0.01 1.207
C 0.96474 -1.31668 3.25740 -0.01 -0.01 0.01 -0.013
N -0.06307 -0.67014 2.41510 -0.02 0.02 -0.01 0.059
C -0.49171 0.58055 3.06580 0.01 -0.01 0.00 0.013
C -1.23131 -1.55980 2.22488 0.01 -0.01 0.01 -0.019
C -0.93483 -2.64756 1.21175 -0.01 0.02 -0.03 0.000
N -0.55790 -2.06812 -0.09619 0.04 -0.02 0.01 0.183
C -1.73997 -1.65117 -0.86434 0.00 0.00 0.01 -0.013
C 0.22939 -3.03198 -0.89069 -0.01 0.02 0.01 -0.004
H 0.55852 -1.54831 4.24732 0.00 0.00 0.00 0.005
H 1.81127 -0.64253 3.37258 0.00 0.00 0.00 0.004
H 1.31763 -2.23756 2.79764 0.00 0.00 0.00 0.011
H -0.91799 0.37770 4.05328 0.00 0.00 0.00 0.002
H -1.24217 1.07327 2.44988 0.00 0.00 0.00 -0.019
H 0.36584 1.24097 3.18403 0.00 0.00 0.00 0.019
H -2.06349 -0.94229 1.88479 0.00 0.00 -0.01 0.006
H -1.52700 -2.00687 3.18013 0.00 0.00 0.00 -0.002
H -1.80376 -3.30353 1.09709 0.00 0.00 0.01 0.008
H -0.10749 -3.27040 1.55106 0.00 0.00 0.00 0.011
H -2.37003 -2.51679 -1.09207 0.00 0.00 0.00 0.011
H -1.41282 -1.19919 -1.79855 -0.01 0.00 0.00 -0.007
H -2.32513 -0.92632 -0.30057 0.00 0.00 -0.01 -0.002
H -0.35995 -3.93294 -1.08566 0.00 0.00 0.00 0.006
H 1.13300 -3.30477 -0.34798 0.00 0.00 0.00 0.015
H 0.51633 -2.57126 -1.83284 0.00 0.00 0.00 -0.012
B 3.39840 1.04479 -3.20577 -0.01 0.00 -0.01 0.003
C 2.63879 0.30043 -2.06265 -0.14 0.02 -0.06 0.016
N 1.97403 -0.18919 -1.24592 0.21 -0.07 0.12 0.069
H 2.89371 0.65552 -4.23425 0.00 0.01 0.00 0.001
H 3.15651 2.21889 -3.00196 -0.01 0.02 0.00 0.006
H 4.57221 0.79810 -3.12397 0.00 -0.01 0.00 0.001
C 1.11631 3.34540 -0.61131 0.02 0.00 0.02 0.030
Sb -0.32451 1.80420 -0.70749 0.03 -0.01 -0.03 0.297
C -2.11671 2.74479 -0.05137 0.00 -0.02 0.00 0.057
C -0.62700 1.56586 -2.78559 -0.01 0.01 0.00 0.028
H 0.74186 4.20286 -1.16869 0.00 0.00 0.00 0.009
H 2.03582 2.98481 -1.07004 -0.01 0.01 -0.01 -0.002
H 1.29420 3.62849 0.42378 0.01 0.00 0.00 0.005
H -2.32493 3.57970 -0.71917 -0.01 0.00 0.01 0.010
H -1.99271 3.11646 0.96363 0.00 0.01 0.00 -0.001
H -2.94614 2.04096 -0.08483 -0.01 0.01 0.00 0.000
H -0.78243 2.55401 -3.21651 0.00 0.00 0.00 0.008
H -1.50126 0.94791 -2.97833 0.00 0.00 0.00 0.000
H 0.26357 1.11479 -3.21895 0.00 0.01 -0.01 -0.006
```
Forces are in eV/Å.

Values from the calculation:
Calculated total energy   -954.74736 Ha
ΔE to the lowest compared entry with this formula, charge and spin   0.0 kcal/mol
⟨S²⟩   2.01
Charge   +1
Kohn-Sham gap (alpha / beta)   9.00 / 6.58 eV
E_HOMO (alpha / beta)   -11.52 / -12.15 eV
Spin multiplicity   3

=====

C5H12O | ωB97M-V/def2-TZVPD

```
18
Properties=species:S:1:pos:R:3:forces:R:3:lowdin_charge:R:1
C 1.30654 0.07576 -1.72909 0.02 0.03 0.01 -0.119
C -0.13266 -0.09410 -1.23430 -0.09 0.07 -0.02 -0.265
C -0.28907 -1.19777 -0.16288 0.02 0.00 0.02 -0.182
C -1.00436 -0.76970 1.12052 -0.14 -0.17 -0.12 -0.244
O -0.23132 0.02108 1.99992 0.09 -0.06 0.10 -0.185
C -0.05770 1.36810 1.63974 0.08 0.25 -0.03 -0.123
H 1.99511 0.07461 -0.87623 -0.04 0.04 -0.13 0.069
H 1.44149 1.02045 -2.26766 -0.05 -0.16 0.04 0.069
H 1.61086 -0.73367 -2.40219 -0.07 0.06 0.16 0.072
H -0.79887 -0.29305 -2.08226 0.12 -0.02 0.10 0.104
H -0.47595 0.86118 -0.82484 0.01 -0.16 -0.08 0.079
H -0.84071 -2.05233 -0.57491 0.06 0.12 0.04 0.109
H 0.69468 -1.58824 0.12940 -0.11 0.08 -0.06 0.113
H -1.95091 -0.25447 0.88267 0.13 -0.01 -0.01 0.124
H -1.25425 -1.66269 1.70328 0.01 0.11 -0.09 0.120
H 0.35245 1.88709 2.51007 -0.10 -0.09 -0.08 0.090
H -1.01210 1.84003 1.35995 0.08 -0.07 0.05 0.093
H 0.64679 1.49773 0.80882 -0.04 -0.03 0.11 0.074
```
Forces are in eV/Å.

Values from the calculation:
Calculated total energy   -272.91503 Ha
ΔE to the lowest compared entry with this formula, charge and spin   21.1 kcal/mol
Kohn-Sham gap   10.80 eV
E_HOMO   -9.66 eV

=====

Among the records above, which one has the lowest calculated total energy? C10H28BN3PdSb